Below is 2 unconnected molecules or ions with the total composition C3H6ClNO2 in a non-equilibrium geometry, with properties calculated with ωB97M-V/def2-TZVPD.

The geometry in XYZ format:
```
13
Properties=species:S:1:pos:R:3:forces:R:3
C 0.173 -1.551 -0.566 -2.4 1.3 0.1
C -1.290 1.081 0.910 2.7 1.6 -1.0
C 0.667 -0.381 0.181 -1.1 0.2 1.4
N 1.239 0.766 -0.407 0.7 0.2 0.7
O 1.705 1.674 0.309 -0.6 -0.9 -0.4
O 1.268 0.775 -1.618 -0.1 0.3 -1.0
Cl -2.160 0.904 -0.534 -0.2 0.3 -0.4
H 0.613 -1.595 -1.547 -0.2 0.0 -0.5
H 0.346 -2.469 -0.020 0.0 -0.1 0.2
H -1.011 -1.367 -0.607 2.3 -0.7 -0.5
H -0.575 2.051 1.008 -1.9 -2.6 -0.1
H -1.876 0.652 1.693 0.3 0.0 0.8
H 0.903 -0.539 1.200 0.5 0.4 0.8
```
Positions in Å, forces in eV/Å.

maximum force = 0.0639 hartree/bohr
Kohn-Sham gap (alpha / beta) = 8.45 / 7.71 eV
total energy = -783.1094 hartree
energy above the lowest of the compared OMol25 structures with the same formula, charge and spin = 152.8 kcal per mole

---

Below is a molecular structure, C5H2N in a non-equilibrium geometry, with properties calculated with ωB97M-V/def2-TZVPD.

The geometry in XYZ format:
```
8
Properties=species:S:1:pos:R:3:forces:R:3
C -1.876 0.054 1.234 7.8 -1.3 -0.4
C -3.026 0.239 1.292 -4.6 0.7 0.3
C 1.370 0.294 -2.121 -0.2 0.0 0.2
C 0.947 0.079 -1.004 0.1 -0.1 0.4
C 0.093 -0.338 1.239 -5.4 0.6 1.6
N 0.610 -0.176 0.198 1.2 0.3 -2.0
H 1.721 0.480 -3.104 0.1 0.1 -0.4
H 0.161 -0.632 2.265 0.8 -0.2 0.4
```
Positions in Å, forces in eV/Å.

maximum force = 0.1546 hartree/bohr
Kohn-Sham gap (alpha / beta) = 8.54 / 6.79 eV
total charge = +1
total energy = -245.7597 hartree
energy above the lowest of the compared OMol25 structures with the same formula, charge and spin = 121.9 kcal per mole

---

Below is a molecular structure, C4H4CoLiO5 in a non-equilibrium geometry, with properties calculated with ωB97M-V/def2-TZVPD.

The geometry in XYZ format:
```
15
Properties=species:S:1:pos:R:3:forces:R:3
O -0.583 2.090 -0.236 -0.7 0.4 -0.1
O -0.394 0.207 0.874 -2.3 1.1 0.1
C 1.303 -1.361 -0.275 0.8 -0.8 -0.3
C 2.710 -0.861 -0.113 -0.5 -0.6 0.1
O 2.711 0.543 -0.049 0.2 0.5 0.0
C -1.138 1.082 0.295 0.8 -1.5 0.4
H 0.935 -2.132 0.408 -0.2 0.4 -0.5
H 0.790 -1.117 -1.213 0.0 -0.2 0.5
H 3.320 -1.206 -0.970 0.0 0.2 0.2
H 3.158 -1.297 0.800 -0.1 0.2 -0.3
O -3.066 -0.349 0.264 0.0 0.2 0.0
O -3.380 1.796 -0.156 0.0 -0.1 0.1
C -2.635 0.824 0.127 -1.0 -0.1 -0.1
Co 1.115 1.306 0.263 2.1 0.2 -0.1
Li -4.847 0.475 -0.019 0.8 0.1 0.0
```
Positions in Å, forces in eV/Å.

maximum force = 0.0485 hartree/bohr
Kohn-Sham gap (alpha / beta) = 7.00 / 8.78 eV
multiplicity = 5
total energy = -1921.2945 hartree
energy above the lowest of the compared OMol25 structures with the same formula, charge and spin = 0.0 kcal per mole

---

Below is 2 unconnected molecules or ions with the total composition CH3FO2S in a non-equilibrium geometry, with properties calculated with ωB97M-V/def2-TZVPD.

The geometry in XYZ format:
```
8
Properties=species:S:1:pos:R:3:forces:R:3
C 1.591 0.763 0.168 -0.4 -0.3 -0.9
O -1.915 0.290 0.681 1.0 0.1 -1.7
O -0.934 -1.841 0.282 0.9 -2.5 -0.5
F 1.983 -0.234 0.917 0.4 -0.5 0.4
S -1.098 -0.539 -0.237 -3.0 2.9 0.7
H 1.363 0.558 -0.850 0.6 -0.5 -0.9
H 0.949 1.463 0.597 -0.6 1.2 1.3
H -1.938 -0.460 -1.558 1.1 -0.4 1.6
```
Positions in Å, forces in eV/Å.

maximum force = 0.0826 hartree/bohr
Kohn-Sham gap (alpha / beta) = 6.55 / 9.86 eV
total energy = -688.2502 hartree
energy above the lowest of the compared OMol25 structures with the same formula, charge and spin = 98.3 kcal per mole

---

Below is a molecular structure, C4H8N2O, with properties calculated with ωB97M-V/def2-TZVPD.

The geometry in XYZ format:
```
15
Properties=species:S:1:pos:R:3:forces:R:3
O 3.147 -0.296 0.066 0.0 0.0 0.0
C 1.918 -0.002 -0.213 -0.1 -0.1 -0.2
N 1.992 -0.952 -1.062 0.1 0.4 0.3
C -1.095 -1.278 -0.145 -0.1 0.0 0.0
C -1.250 0.132 0.426 0.0 0.0 0.0
C -0.267 1.125 -0.190 0.0 0.1 0.0
N 1.108 0.935 0.269 0.2 -0.2 -0.1
H -0.059 -1.622 -0.111 -0.1 0.0 0.1
H -1.405 -1.306 -1.196 0.0 0.0 0.1
H -1.705 -1.998 0.409 0.0 0.1 -0.1
H -1.098 0.129 1.513 0.0 0.0 -0.1
H -2.268 0.502 0.250 0.1 -0.1 0.0
H -0.536 2.155 0.061 0.0 -0.1 0.0
H -0.275 1.046 -1.285 0.0 0.0 0.2
H 1.459 1.448 1.062 -0.1 0.0 -0.1
```
Positions in Å, forces in eV/Å.

maximum force = 0.0093 hartree/bohr
Kohn-Sham gap = 9.63 eV
total energy = -341.8568 hartree
energy above the lowest of the compared OMol25 structures with the same formula, charge and spin = 92.1 kcal per mole

---

> Look up the maximum force of the third one.

0.0485 hartree/bohr

---

> Among the records above, which one has the highest maximum force?

C5H2N

---

Please write out number 4 again, unchanged.
Below is 2 unconnected molecules or ions with the total composition CH3FO2S in a non-equilibrium geometry, with properties calculated with ωB97M-V/def2-TZVPD.

The geometry in XYZ format:
```
8
Properties=species:S:1:pos:R:3:forces:R:3
C 1.591 0.763 0.168 -0.4 -0.3 -0.9
O -1.915 0.290 0.681 1.0 0.1 -1.7
O -0.934 -1.841 0.282 0.9 -2.5 -0.5
F 1.983 -0.234 0.917 0.4 -0.5 0.4
S -1.098 -0.539 -0.237 -3.0 2.9 0.7
H 1.363 0.558 -0.850 0.6 -0.5 -0.9
H 0.949 1.463 0.597 -0.6 1.2 1.3
H -1.938 -0.460 -1.558 1.1 -0.4 1.6
```
Positions in Å, forces in eV/Å.

maximum force = 0.0826 hartree/bohr
Kohn-Sham gap (alpha / beta) = 6.55 / 9.86 eV
total energy = -688.2502 hartree
energy above the lowest of the compared OMol25 structures with the same formula, charge and spin = 98.3 kcal per mole

---

> Among the records above, which one has the lowest maximum force?

C4H8N2O